Density functional theory data (wB97M-V/def2-TZVPD) for C8H5Cl2NO3TmV as an isolated structure.

Structure (XYZ):
```
21
Properties=species:S:1:pos:R:3
V 0.233 -0.826 -5.590
Tm -0.437 -0.585 0.082
Cl -1.067 -0.690 -3.893
Cl 1.036 -1.766 -1.390
C -1.151 -2.219 1.669
C -0.663 0.032 -6.948
C 0.389 -2.597 -6.102
O -1.132 -2.983 2.531
O -1.335 0.616 -7.699
O 0.442 -3.744 -6.280
C 0.466 2.211 3.857
C -0.621 2.211 2.973
C -0.732 1.216 2.000
N 0.313 0.319 1.877
C 1.251 0.171 2.851
C 1.393 1.163 3.803
H 0.593 3.023 4.593
H -1.385 2.990 3.019
H -1.646 1.096 1.354
H 1.828 -0.744 2.794
H 2.224 1.104 4.500
```

As for the spin multiplicity: 5. The value obtained for the frontier orbital gap (spin up / spin down) is 3.64 / 4.27 eV. The calculation puts the LUMO energy (spin up / spin down) at -18.53 / -17.91 eV. The relative energy (zero: lowest compared OMol25 entry of this formula, charge and spin) comes out at 0.0 kJ/mol. The highest occupied orbital energy (spin up / spin down) comes out at -22.2 / -22.2 eV. As for the total charge: +4. Its expectation value of S² is 6.04.

Density functional theory data (wB97M-V/def2-TZVPD) for a 3-piece molecular cluster, C8H5ClNO4 overall.

Structure (XYZ):
```
19
Properties=species:S:1:pos:R:3
C -1.342 0.067 -0.204
C -0.411 0.762 -0.931
C -0.892 -0.681 0.807
C 0.956 0.610 -0.774
C 0.480 -0.927 1.072
C 1.352 -0.161 0.281
C 4.267 2.362 0.740
C 4.378 -0.728 0.452
N 3.871 -0.489 -0.830
O 5.415 2.303 0.808
O 3.441 -1.324 -1.607
O 3.133 2.559 0.826
O 3.999 0.715 -1.136
Cl 5.018 -2.320 0.531
H -2.336 0.209 -0.578
H -1.010 1.177 -1.812
H -1.607 -1.269 1.416
H 1.660 0.915 -1.573
H 0.706 -1.648 1.880
```

The value obtained for the frontier orbital gap (spin up / spin down) is 6.96 / 7.82 eV. The calculation puts the LUMO energy (spin up / spin down) at 3.26 / 3.41 eV. The relative energy (zero: lowest compared OMol25 entry of this formula, charge and spin) comes out at 263.1 kJ/mol. The highest occupied orbital energy (spin up / spin down) comes out at -3.7 / -4.4 eV. As for the total charge: -1.

Density functional theory data (wB97M-V/def2-TZVPD) for a single C8H6 molecule.

Structure (XYZ):
```
14
Properties=species:S:1:pos:R:3
C 1.697 0.502 2.106
C 2.205 0.506 0.997
C 1.935 0.286 -0.328
C 1.101 -0.174 -1.121
C -0.329 -0.254 -1.021
C -1.250 -0.168 -2.245
C -0.566 -0.378 0.285
C -0.707 -0.132 1.594
H 1.715 0.298 3.193
H -0.671 0.187 -3.052
H -1.998 0.537 -1.942
H -1.707 -1.179 -2.620
H -0.418 -0.943 2.327
H -1.007 0.913 1.828
```

The value obtained for the frontier orbital gap is 8.40 eV. The calculation puts the LUMO energy at 0.06 eV. The relative energy (zero: lowest compared OMol25 entry of this formula, charge and spin) comes out at 392.0 kJ/mol. The highest occupied orbital energy comes out at -8.3 eV. As for the SMILES: C#CC#CC(C)=C=C.

Density functional theory data (wB97M-V/def2-TZVPD) for C8H6Br2F9N2ORu as an isolated structure.

Structure (XYZ):
```
29
Properties=species:S:1:pos:R:3
Ru 0.312 1.112 0.975
Br -0.207 1.864 3.368
C -0.088 3.783 2.848
Br -0.109 3.903 0.923
H 0.860 4.140 3.243
H -0.963 4.270 3.270
F 2.632 1.003 -2.708
C 2.904 -0.103 -2.043
F 2.288 -1.127 -2.604
F 4.203 -0.313 -1.981
C 2.375 0.068 -0.556
O 1.068 0.612 -0.612
C 2.238 -1.293 0.206
F 1.291 -2.030 -0.342
F 1.763 -0.955 1.472
F 3.350 -1.941 0.326
C 3.280 1.082 0.229
F 2.382 1.663 1.244
F 3.659 2.092 -0.482
F 4.246 0.534 0.884
N -2.671 0.050 1.039
C -3.601 -0.542 0.349
C -3.062 -0.747 -0.977
C -1.739 -0.202 -0.913
N -1.505 0.273 0.279
H -2.717 0.346 2.011
H -4.573 -0.800 0.756
H -3.563 -1.207 -1.820
H -0.995 -0.163 -1.697
```

As for the spin multiplicity: 5. The value obtained for the frontier orbital gap (spin up / spin down) is 8.38 / 6.02 eV. The calculation puts the LUMO energy (spin up / spin down) at -12.92 / -15.59 eV. The relative energy (zero: lowest compared OMol25 entry of this formula, charge and spin) comes out at 6.1 kJ/mol. The highest occupied orbital energy (spin up / spin down) comes out at -21.3 / -21.6 eV. As for the total charge: +3. Its expectation value of S² is 6.02.

Density functional theory data (wB97M-V/def2-TZVPD) for a single C8H6BrF3O molecule.

Structure (XYZ):
```
19
Properties=species:S:1:pos:R:3
O -2.269 -1.619 -2.514
C -2.316 -1.638 -1.320
C -1.649 -0.687 -0.324
C -1.929 -0.556 1.008
C -1.164 0.266 1.855
C 0.105 0.724 1.681
C 0.942 0.348 0.606
C 1.894 1.073 0.006
Br 2.563 2.739 0.533
C 2.480 0.603 -1.313
F 1.651 0.010 -2.186
F 3.259 1.497 -1.990
F 3.449 -0.315 -1.031
H -2.913 -2.570 -0.871
H -0.981 -0.053 -0.750
H -2.869 -1.083 1.348
H -1.770 0.637 2.771
H 0.598 1.237 2.442
H 0.919 -0.614 0.049
```

The value obtained for the frontier orbital gap is 7.97 eV. The calculation puts the LUMO energy at -1.21 eV. The relative energy (zero: lowest compared OMol25 entry of this formula, charge and spin) comes out at 18.1 kJ/mol. The highest occupied orbital energy comes out at -9.2 eV. As for the SMILES: O=C/C=C/C=C\C=C(/Br)C(F)(F)F.